DFT (wB97M-V/def2-TZVPD) results for a structure of composition C17H29AlN2 in a non-equilibrium geometry.

Geometry (Å):
C  -2.2416  -1.5768  0.0846
H  -2.2770  -2.4364  0.7728
H  -2.9579  -0.8579  0.5058
H  0.1395  -2.3990  0.0967
C  -2.5050  -1.9203  -1.3887
H  -2.6407  -0.9843  -2.0339
H  -1.6601  -2.5047  -1.8946
C  -3.8398  -2.7391  -1.3959
H  -4.3037  -2.8297  -2.3816
H  -3.5872  -3.7173  -0.9591
H  -4.5095  -2.2044  -0.6851
C  0.8238  1.9455  0.3786
C  -0.2121  1.7769  -0.5783
C  -1.3116  1.0705  0.0494
C  -0.8569  0.7169  1.4160
C  0.4157  1.3612  1.6005
C  1.1844  1.2811  2.8739
C  -1.8104  0.5419  2.5535
C  -2.7571  1.3853  -0.2868
C  -0.2834  2.3237  -1.9428
C  2.1368  2.5865  0.1013
Al  -0.4964  -0.9833  -0.2162
H  -1.3581  -0.0128  3.3926
H  -2.0994  1.5380  2.9523
H  -2.7521  0.0260  2.3193
H  0.7103  0.5601  3.5474
H  2.2224  0.9512  2.7265
H  1.1969  2.2579  3.3705
H  2.3866  2.5276  -0.9652
H  2.0721  3.6459  0.3823
H  2.9526  2.1254  0.6722
H  -1.1945  2.0068  -2.4721
H  -0.3003  3.4238  -1.8972
H  0.5676  2.0213  -2.5757
H  -3.4984  0.6745  0.1060
H  -3.0407  2.3719  0.1263
H  -2.9318  1.4433  -1.3742
C  0.9112  -1.1696  -2.8796
C  1.8996  -1.1120  -1.7496
N  1.5852  -0.7672  -0.5142
C  2.7277  -0.9550  0.2748
C  3.7559  -1.3737  -0.5275
N  3.1952  -1.4811  -1.8349
H  1.4623  -0.9488  -3.8071
H  0.4113  -2.1567  -2.9584
H  0.1288  -0.3806  -2.7571
H  2.6937  -0.7939  1.3428
H  4.7770  -1.6198  -0.2980
H  3.6605  -1.7807  -2.6850

Properties
Total charge: +2
E (a.u.): -1016.42346
Kohn-Sham gap (spin up / spin down) (eV): 5.84 / 5.94
HOMO (spin up / spin down) (eV): -15.487 / -15.452



DFT (wB97M-V/def2-TZVPD) results for a cluster of 2 separate species, C17H29BF8IO4 in total in a non-equilibrium geometry.

Geometry (Å):
C  -2.2852  -1.2002  0.5464
C  -2.3107  -2.6539  1.2863
C  -0.9066  -3.4742  1.3349
C  0.4447  -2.5952  1.6013
C  1.7154  -3.6549  1.3419
C  0.6498  -2.0539  3.1320
O  -0.2005  -2.5712  4.2280
B  0.1603  -1.6464  5.3610
I  0.5477  -2.5202  7.3343
O  1.1238  -0.5823  4.9017
C  0.6936  -0.4607  3.4762
C  1.4340  0.6164  2.4966
C  0.2135  1.6161  1.9393
C  0.7472  2.8467  1.0016
C  -0.5734  3.3264  0.0936
O  -1.1944  4.4963  0.7474
C  -2.4943  4.1647  1.3500
H  -1.2369  -0.8047  0.2219
H  -2.9422  -1.2415  -0.4494
H  -2.8139  -0.3897  1.2402
H  -2.8506  -2.5138  2.3361
H  -3.0691  -3.3303  0.6582
H  -0.7966  -4.0552  0.2997
H  -0.9786  -4.3399  2.1535
H  0.6351  -1.7218  0.8307
H  1.6394  -4.1958  0.3083
H  2.7595  -3.1259  1.5148
H  1.5928  -4.4786  2.1927
H  1.7474  -2.4104  3.4453
H  -0.8361  -1.0079  5.5118
H  -0.4373  -0.1475  3.5335
H  2.2516  1.2395  3.0998
H  2.0108  0.1174  1.6034
H  -0.3785  1.9635  2.8942
H  -0.5096  0.9163  1.3353
H  1.0274  3.7925  1.6528
H  1.6188  2.5697  0.2689
H  -0.2773  3.5294  -1.0328
H  -1.4107  2.4796  0.0716
H  -3.2625  3.7246  0.5874
H  -2.4020  3.4920  2.3264
H  -2.9500  5.1967  1.7367
C  0.3612  1.8759  -5.1667
C  1.6241  1.2120  -5.7374
C  1.4520  -0.2407  -6.1666
F  1.0838  -1.0449  -5.1455
F  2.6253  -0.7415  -6.6399
F  2.6413  1.3501  -4.8463
F  1.9975  1.9384  -6.8393
O  0.2429  1.8952  -3.7410
C  -0.2766  0.7018  -3.1561
C  0.7489  -0.0292  -2.2793
F  1.8746  -0.3372  -2.9725
F  0.2464  -1.2042  -1.8148
F  -0.7938  -0.0807  -4.1326
F  -1.3339  1.0926  -2.3936
H  0.4157  2.9355  -5.4457
H  -0.5553  1.5141  -5.6483
H  0.7101  -0.3324  -6.9649
H  1.0401  0.5835  -1.4228

Properties
Total charge: -1
E (a.u.): -2087.49241
Kohn-Sham gap (eV): 6.01
HOMO (eV): -4.135